# C31H34CsN8O7P

A molecular structure, C31H34CsN8O7P (the ωB97M-V functional and the def2-TZVPD basis, the OMol25 dataset).

```
82
Properties=species:S:1:pos:R:3:forces:R:3:lowdin_charge:R:1
Cs -0.9082 0.8431 0.0660 -0.12 -0.89 0.00 1.333
C 2.4945 -2.2531 -2.2850 0.00 0.01 0.00 -0.067
C 3.7348 -2.2207 -1.6742 0.00 0.01 -0.01 -0.090
C 3.7970 -2.2470 -0.2893 0.00 0.00 0.00 -0.032
C 2.6069 -2.3103 0.4273 0.00 0.02 0.00 -0.231
N 1.4118 -2.3651 -0.1577 0.02 0.01 0.00 0.143
C 1.3590 -2.3240 -1.4843 -0.02 -0.03 -0.01 -0.110
C 2.6024 -2.2346 1.9187 -0.02 -0.01 -0.02 -0.208
C 3.5855 -2.8302 2.7056 0.01 0.00 0.00 -0.030
C 3.5157 -2.6534 4.0779 -0.01 0.00 -0.01 -0.078
C 2.4898 -1.8943 4.6155 -0.01 0.00 -0.01 -0.025
C 1.5431 -1.3447 3.7509 0.00 0.00 0.01 -0.190
N 1.6087 -1.5295 2.4383 0.02 0.00 0.01 0.199
C 0.4103 -0.4821 4.2172 0.03 -0.04 -0.03 -0.217
C 0.0365 -0.3681 5.5514 -0.01 0.01 -0.01 -0.036
C -1.0144 0.4824 5.8700 0.01 0.00 0.01 -0.083
C -1.6536 1.1786 4.8606 -0.02 0.00 0.00 -0.042
C -1.2198 0.9838 3.5538 0.06 -0.04 0.02 -0.121
N -0.2157 0.1775 3.2496 -0.11 0.10 -0.10 0.114
H 2.3897 -2.2002 -3.3606 0.01 0.01 0.00 0.103
H 4.6409 -2.1407 -2.2624 0.00 0.00 0.00 0.102
H 4.7452 -2.1708 0.2274 0.00 0.00 0.00 0.103
H 0.3678 -2.3172 -1.9269 0.01 0.01 0.01 0.084
H 4.3723 -3.4200 2.2534 0.00 0.00 0.01 0.102
H 4.2612 -3.0992 4.7257 0.00 0.00 0.00 0.097
H 2.4375 -1.7209 5.6813 0.00 0.00 0.01 0.094
H 0.5385 -0.9313 6.3268 0.01 0.00 0.01 0.091
H -1.3265 0.5953 6.9016 0.00 0.00 0.00 0.096
H -2.4672 1.8610 5.0628 0.00 0.00 0.01 0.106
H -1.6786 1.4987 2.7181 -0.07 0.20 0.22 0.060
O -1.1919 3.9727 1.7893 -0.06 -0.04 -0.02 -0.044
C -0.6453 3.7025 0.7037 0.03 0.38 0.18 -0.750
O 0.3637 2.9346 0.5619 0.85 1.60 0.42 -0.458
C -1.2540 4.1604 -0.6376 0.01 0.15 -0.01 -0.716
O -0.8010 5.2045 -1.1588 0.01 -0.01 -0.01 -0.061
O -2.0990 3.3564 -1.1191 0.09 0.03 0.03 -0.148
C -6.1658 -0.3157 -0.5444 -0.01 0.01 -0.01 -0.070
C -5.9560 -1.6848 0.0905 0.00 0.01 0.00 -0.192
C -4.6418 -2.3488 -0.3368 -0.02 0.00 0.03 -0.315
C -4.5147 -3.7209 0.3602 -0.04 0.02 0.01 -0.176
C -3.2432 -4.4904 0.0199 0.01 0.00 0.00 -0.077
C -4.6855 -2.5938 -1.8331 0.00 0.00 0.00 -0.448
O -5.6233 -3.1588 -2.3795 0.00 -0.01 0.01 0.049
N -3.6063 -2.1646 -2.5285 -0.03 0.01 0.01 0.203
C -2.4168 -1.6099 -1.9716 -0.04 -0.09 0.02 -0.571
O -1.4851 -1.4570 -2.7604 -0.05 -0.04 -0.03 -0.009
N -2.3803 -1.2878 -0.6767 -0.80 -1.15 -0.50 -0.057
C -3.4439 -1.4895 0.1251 0.00 -0.14 -0.03 -0.512
O -3.4759 -1.0671 1.2804 -0.01 -0.04 -0.05 0.012
H -7.1051 0.1292 -0.2102 0.00 0.00 0.00 0.068
H -6.2045 -0.3864 -1.6339 0.00 0.00 0.00 0.076
H -5.3604 0.3694 -0.2762 0.00 0.00 0.00 0.085
H -6.7745 -2.3571 -0.1781 0.00 0.00 0.00 0.111
H -5.9256 -1.5896 1.1767 0.00 0.01 0.00 0.113
H -5.3959 -4.3087 0.0883 0.00 0.00 0.00 0.114
H -4.5552 -3.5257 1.4342 0.01 0.00 0.00 0.118
H -3.1921 -4.7241 -1.0463 0.00 0.01 0.00 0.076
H -3.2115 -5.4354 0.5666 0.00 0.00 0.00 0.066
H -2.3504 -3.9195 0.2802 0.00 0.01 0.00 0.080
H -3.5832 -2.3412 -3.5213 0.01 -0.01 0.00 0.150
C 4.6180 3.6301 -2.3826 0.00 0.01 0.01 -0.231
N 3.5761 4.3094 -1.6310 0.01 -0.02 0.00 -0.155
C 2.5247 4.7436 -2.5588 -0.01 0.02 0.01 -0.182
N 2.0052 3.6671 -3.3983 0.00 -0.02 0.00 -0.145
C 3.1037 3.0146 -4.0819 0.00 0.00 0.00 -0.225
N 4.1601 2.5071 -3.2017 -0.02 -0.01 0.01 -0.164
C 3.6232 1.4309 -2.3469 0.03 0.03 -0.02 -0.362
P 2.1912 1.9013 -1.2262 0.28 -0.04 -0.16 0.986
C 3.0188 3.4388 -0.5851 -0.01 0.03 0.02 -0.324
C 1.2205 2.7253 -2.5864 -0.06 -0.01 -0.07 -0.308
H 5.3785 3.2662 -1.6845 0.00 0.00 0.00 0.113
H 5.0833 4.3590 -3.0563 0.00 0.00 0.00 0.111
H 2.9546 5.5089 -3.2150 0.00 0.00 0.00 0.115
H 1.6938 5.1715 -1.9939 0.00 0.00 0.00 0.122
H 3.5632 3.7403 -4.7631 0.00 0.00 0.00 0.112
H 2.7111 2.1818 -4.6724 0.00 0.00 0.00 0.117
H 4.4403 1.0435 -1.7269 0.00 0.00 0.00 0.068
H 3.3075 0.6074 -2.9960 -0.01 -0.01 0.00 0.062
H 3.8263 3.1475 0.0953 0.00 0.00 0.01 0.080
H 2.2689 3.9784 -0.0088 -0.01 -0.01 -0.01 0.074
H 0.3738 3.2672 -2.1643 0.00 -0.05 0.05 0.063
H 0.8171 1.9443 -3.2399 0.00 0.01 -0.01 0.090
```
Positions in Å, forces in eV/Å.

As for the total charge: -2. As for the spin multiplicity: 1. The value obtained for the energy is -2528.10461 hartree. For the energy above the lowest of the compared OMol25 structures with the same formula, charge and spin, the calculation gives 22.24 kcal per mole.